Model one:
Formula: C3H9S2
Source: OMol25
Level of theory: ωB97M-V with the def2-TZVPD basis set

Each line ends with the natural charge from an NBO analysis.
CARTESIAN COORDINATES (ANGSTROEM)
1 C 1.615 -3.424 1.673  -0.743
2 S 0.671 -3.656 3.201  -0.734
3 H 1.065 -2.545 1.184  0.166
4 H 2.735 -3.118 1.883  0.153
5 H 1.606 -4.124 0.918  0.159
6 C -0.616 1.744 0.272  -0.808
7 S -2.092 2.137 -0.647  0.203
8 C -1.202 2.097 -2.265  -0.730
9 H -1.116 1.154 1.070  0.246
10 H 0.172 2.467 0.626  0.216
11 H 0.221 1.234 -0.097  0.235
12 H -0.786 1.077 -2.393  0.215
13 H -1.871 2.169 -3.143  0.217
14 H -0.404 2.788 -2.281  0.204

Calculated values
lowest unoccupied orbital energy: 2.65 eV
frontier orbital gap: 4.56 eV
total charge: -1



Model two:
Formula: C3H9S2
Source: OMol25
Level of theory: ωB97M-V with the def2-TZVPD basis set

Each line ends with the natural charge from an NBO analysis.
CARTESIAN COORDINATES (ANGSTROEM)
1 C 2.169 1.812 2.323  -0.738
2 S 2.848 0.772 0.958  -0.761
3 H 2.603 1.443 3.247  0.175
4 H 2.469 2.863 2.195  0.166
5 H 1.083 1.816 2.331  0.167
6 C -2.024 0.030 -1.726  -0.767
7 S -1.790 -1.722 -1.972  0.159
8 C -0.494 -2.068 -0.773  -0.752
9 H -1.802 0.612 -2.629  0.211
10 H -1.365 0.492 -0.997  0.245
11 H -3.056 0.312 -1.513  0.206
12 H 0.251 -2.760 -1.148  0.223
13 H -0.006 -1.145 -0.468  0.260
14 H -0.886 -2.457 0.174  0.205

Calculated values
lowest unoccupied orbital energy: 3.00 eV
frontier orbital gap: 5.15 eV
total charge: -1



Model three:
Formula: C3H9S2
Source: OMol25
Level of theory: ωB97M-V with the def2-TZVPD basis set

Each line ends with the natural charge from an NBO analysis.
CARTESIAN COORDINATES (ANGSTROEM)
1 C 0.831 0.836 -1.212  -0.616
2 C -0.212 -0.233 -0.861  -0.420
3 C 0.343 -1.231 0.157  -0.514
4 S -0.978 -2.082 1.077  -0.168
5 H 0.559 1.391 -2.112  0.190
6 H 1.798 0.341 -1.361  0.177
7 H 0.909 1.544 -0.387  0.247
8 H -1.090 0.250 -0.434  0.244
9 H -0.506 -0.776 -1.766  0.176
10 H 0.882 -0.675 0.926  0.237
11 H 0.991 -1.964 -0.327  0.195
12 H -1.514 -0.911 1.517  0.191
13 S -0.832 1.452 1.820  -1.041
14 H -1.179 2.057 2.964  0.102

Calculated values
lowest unoccupied orbital energy: 3.58 eV
frontier orbital gap: 6.60 eV
total charge: -1



Most stable to least stable, the ends of the list are model three and model one.



Model one:
Formula: C6H8N2S
Source: OMol25
Level of theory: ωB97M-V with the def2-TZVPD basis set

Each line ends with the natural charge from an NBO analysis.
CARTESIAN COORDINATES (ANGSTROEM)
1 C 1.039 -1.283 1.114  -0.102
2 C 1.825 -0.241 0.774  -0.095
3 C -0.040 -0.313 -0.633  0.107
4 C -2.849 0.198 0.652  -0.054
5 C -2.831 -0.286 -0.549  -0.653
6 C 1.511 1.595 -1.005  -0.397
7 N -0.002 -1.338 0.241  -0.560
8 N 1.127 0.427 -0.281  -0.412
9 S -2.587 0.815 2.031  0.126
10 H 1.316 -2.032 1.882  0.226
11 H 2.721 0.216 1.213  0.224
12 H -2.002 -0.067 -1.200  0.303
13 H -3.403 -1.222 -0.715  0.241
14 H -0.612 -2.130 0.190  0.418
15 H 2.364 1.968 -0.595  0.201
16 H 1.888 1.492 -2.068  0.201
17 H 0.534 2.201 -1.052  0.226

Calculated values
lowest unoccupied orbital energy: 0.44 eV
frontier orbital gap: 8.42 eV
total charge: 0



Model two:
Formula: C6H8N2S
Source: OMol25
Level of theory: ωB97M-V with the def2-TZVPD basis set

Each line ends with the natural charge from an NBO analysis.
CARTESIAN COORDINATES (ANGSTROEM)
1 C -0.878 1.598 1.389  -0.079
2 C -1.271 0.507 0.796  -0.114
3 C 0.857 0.417 1.350  0.214
4 C 1.283 0.605 -1.861  -0.485
5 C 0.449 -0.406 -1.904  -0.183
6 C 0.164 -1.384 0.070  -0.162
7 N 0.471 1.573 1.721  -0.463
8 N -0.122 -0.330 0.822  -0.441
9 S -1.102 -2.601 -0.174  0.007
10 H -1.552 2.405 1.713  0.213
11 H -2.334 0.141 0.562  0.229
12 H 1.950 0.105 1.276  0.203
13 H 1.443 1.213 -2.835  0.213
14 H 1.871 1.017 -1.028  0.226
15 H -0.257 -1.121 -2.463  0.241
16 H 1.185 -1.948 0.228  0.247
17 H -2.156 -1.792 0.338  0.135

Calculated values
lowest unoccupied orbital energy (spin up / spin down): 0.63 / 0.63 eV
frontier orbital gap (spin up / spin down): 8.48 / 8.48 eV
total charge: 0



Most stable to least stable, the ends of the list are model one and model two.



Model one:
Formula: C6H9NO2
Source: OMol25
Level of theory: ωB97M-V with the def2-TZVPD basis set

Each line ends with the natural charge from an NBO analysis.
CARTESIAN COORDINATES (ANGSTROEM)
1 C 2.551 -0.848 1.112  -0.666
2 C 1.851 -0.010 0.150  -0.155
3 N 0.393 -0.407 -0.044  -0.143
4 O -0.098 0.402 -1.054  -0.305
5 C -1.451 0.463 -0.725  0.321
6 C -2.350 1.162 -1.671  -0.637
7 C -1.787 -0.241 0.344  -0.399
8 C -0.454 -0.745 0.940  0.620
9 O -0.278 -1.387 1.906  -0.600
10 H 3.598 -0.643 1.095  0.221
11 H 1.997 -0.766 2.119  0.245
12 H 2.468 -1.903 1.059  0.237
13 H 1.664 1.235 0.466  0.155
14 H 2.353 0.110 -0.654  0.187
15 H -3.330 1.205 -1.379  0.229
16 H -2.009 2.027 -1.766  0.214
17 H -2.313 0.850 -2.760  0.226
18 H -2.804 -0.505 0.863  0.252

Calculated values
lowest unoccupied orbital energy: 0.87 eV
structure (SMILES): CCn1oc(C)cc1=O
frontier orbital gap: 10.03 eV
total charge: 0



Model two:
Formula: C6H9NO2
Source: OMol25
Level of theory: ωB97M-V with the def2-TZVPD basis set

Each line ends with the natural charge from an NBO analysis.
CARTESIAN COORDINATES (ANGSTROEM)
1 C 2.553 -0.900 0.034  -0.653
2 C 1.145 -0.278 -0.197  0.243
3 C -0.858 -0.835 -0.001  0.554
4 C -0.889 0.551 -0.059  -0.056
5 C 0.526 0.829 -0.108  -0.140
6 C 0.995 2.228 0.059  -0.647
7 H 2.278 -1.572 0.889  0.239
8 H 3.334 -0.120 0.656  0.209
9 H 2.923 -1.229 -0.938  0.233
10 H -1.404 -2.361 0.625  0.479
11 H -2.964 1.209 0.947  0.377
12 H -2.376 1.827 -0.865  0.391
13 H 2.079 2.700 0.295  0.247
14 H 0.879 2.988 -0.835  0.227
15 H -0.066 2.313 1.006  0.250
16 N -1.937 1.469 0.044  -0.846
17 O 0.305 -1.406 0.037  -0.452
18 O -1.799 -1.796 -0.095  -0.653

Calculated values
lowest unoccupied orbital energy: 0.48 eV
frontier orbital gap: 8.24 eV
total charge: 0



Most stable to least stable, the ends of the list are model one and model two.



Model one:
Formula: C6H6
Source: OMol25
Level of theory: ωB97M-V with the def2-TZVPD basis set

Each line ends with the natural charge from an NBO analysis.
CARTESIAN COORDINATES (ANGSTROEM)
1 C 2.990 0.119 0.406  -0.236
2 C 1.804 0.002 0.577  -0.014
3 C 0.352 -0.142 0.711  -0.467
4 C -0.361 -0.161 -0.675  -0.483
5 C -1.800 -0.096 -0.564  0.008
6 C -2.905 0.382 -0.470  -0.265
7 H 4.037 0.240 0.240  0.237
8 H -0.051 0.652 1.351  0.244
9 H 0.148 -1.077 1.262  0.240
10 H -0.370 0.728 -1.324  0.264
11 H 0.078 -0.937 -1.307  0.240
12 H -3.922 0.291 -0.206  0.232

Calculated values
lowest unoccupied orbital energy: 0.89 eV
structure (SMILES): C#CCCC#C
frontier orbital gap: 10.89 eV
total charge: 0



Model two:
Formula: C6H6
Source: OMol25
Level of theory: ωB97M-V with the def2-TZVPD basis set

Each line ends with the natural charge from an NBO analysis.
CARTESIAN COORDINATES (ANGSTROEM)
1 C 2.876 0.424 0.425  -0.231
2 C 1.709 0.226 0.639  -0.017
3 C 0.282 -0.033 0.849  -0.472
4 C -0.384 -0.764 -0.368  -0.462
5 C -1.788 -0.590 -0.525  -0.054
6 C -2.885 -0.104 -0.731  -0.292
7 H 3.909 0.610 0.225  0.238
8 H -0.244 0.901 1.075  0.249
9 H 0.176 -0.644 1.770  0.246
10 H -0.621 -0.380 -1.486  0.318
11 H 0.137 -1.687 -0.604  0.245
12 H -3.334 0.569 -1.429  0.232

Calculated values
lowest unoccupied orbital energy: 0.87 eV
structure (SMILES): C#CCCC#C
frontier orbital gap: 10.11 eV
total charge: 0



Most stable to least stable, the ends of the list are model one and model two.